C4H8NO | ωB97M-V/def2-TZVPD

## Properties
DFT total energy (eV): -7804.466
Strongest force on any atom (Eh/bohr): 0.072
Total charge: +1

XYZ file:
```
14
C4H8NO (ωB97M-V/def2-TZVPD)
C 2.725 -0.504 0.210
C -1.441 -0.487 0.960
C -1.019 -1.197 -0.323
C -0.853 1.381 -0.816
N -1.058 0.047 -0.326
O 1.767 -0.033 -0.272
H 3.731 -0.375 -0.052
H 2.572 -0.998 1.181
H -2.532 -0.565 1.145
H -0.634 -0.457 1.769
H -0.911 -1.968 -1.013
H -1.847 1.914 -0.956
H -0.383 1.841 0.070
H -0.118 1.401 -1.576
```

---

C14H20N2O3 | ωB97M-V/def2-TZVPD

## Properties
DFT total energy (eV): -23962.103
Strongest force on any atom (Eh/bohr): 0.139

XYZ file:
```
39
C14H20N2O3 (ωB97M-V/def2-TZVPD)
C 1.724 -0.323 0.300
C 1.051 -1.578 0.352
C 2.598 -0.223 -1.011
C 3.576 -1.334 -1.257
C 1.542 -0.253 -2.255
C -1.134 -0.625 1.207
C -1.902 -1.172 2.271
C -2.037 -0.047 0.129
C -1.346 1.184 -0.718
C -0.915 2.249 0.041
C -1.539 1.265 -2.077
C -0.415 3.353 -0.598
C -1.051 2.446 -2.759
C -0.464 3.432 -2.010
H 2.281 0.871 1.970
H 2.700 -0.737 2.113
H 0.938 0.721 0.108
H 3.367 0.695 -1.061
H 4.155 -1.270 -2.278
H 3.209 -2.308 -1.362
H 4.305 -1.502 -0.454
H 0.489 0.188 -2.018
H 1.289 -1.368 -2.428
H 2.017 -0.046 -3.239
H -0.358 -2.508 1.241
H -0.446 0.112 1.544
H -2.921 0.339 0.596
H -2.244 -0.878 -0.590
H -1.038 2.300 1.107
H -2.225 0.434 -2.449
H -0.029 4.146 -0.080
H -1.088 2.577 -3.772
H -0.283 4.424 -2.482
H -3.289 -1.012 3.437
N 2.614 0.035 1.464
N -0.391 -1.724 0.572
O 1.602 -2.715 0.307
O -1.602 -2.135 2.814
O -3.064 -0.601 2.647
```

---

CH4BClS | ωB97M-V/def2-TZVPD

## Properties
DFT total energy (eV): -25131.493
Strongest force on any atom (Eh/bohr): 0.045

XYZ file:
```
8
CH4BClS (ωB97M-V/def2-TZVPD)
B 0.361 0.160 0.365
C 1.012 0.332 -0.998
S -1.960 -1.575 2.168
Cl -3.309 -0.567 0.993
H 1.719 1.270 -0.871
H 0.271 0.390 1.594
H 0.236 0.482 -1.804
H 1.669 -0.490 -1.447
```

---

C2H4N2OS | ωB97M-V/def2-TZVPD

## Properties
DFT total energy (eV): -17998.086
Strongest force on any atom (Eh/bohr): 0.090

XYZ file:
```
10
C2H4N2OS (ωB97M-V/def2-TZVPD)
C 1.030 -0.548 -0.169
C -1.250 0.913 0.183
H 2.118 0.427 -1.383
H 1.110 -1.595 -0.366
H -0.447 -1.410 0.703
H -1.508 2.000 -0.066
N 1.472 0.551 -0.640
N 0.192 -0.710 0.922
O -0.325 0.622 1.115
S -2.390 -0.251 -0.300
```

---

C6H8N | ωB97M-V/def2-TZVPD

## Properties
DFT total energy (eV): -7828.513
Strongest force on any atom (Eh/bohr): 0.095
Total charge: +1

XYZ file:
```
15
C6H8N (ωB97M-V/def2-TZVPD)
C -1.432 0.108 -0.601
C 0.655 1.197 0.470
C -0.202 0.566 -0.717
C 0.733 -0.198 0.417
C -3.534 -0.509 0.469
C 2.029 -0.876 -0.100
N -2.497 -0.125 -0.017
H 1.369 1.860 -0.032
H -0.079 1.643 1.067
H 0.347 0.831 -1.583
H -0.028 -0.683 1.078
H -4.476 -0.679 0.095
H 1.871 -1.489 -0.867
H 2.516 -1.429 0.656
H 2.728 -0.216 -0.336
```

---

C28H70Br2N2O10 | ωB97M-V/def2-TZVPD

## Properties
DFT total energy (eV): -193698.751
Strongest force on any atom (Eh/bohr): 0.091

XYZ file:
```
112
C28H70Br2N2O10 (ωB97M-V/def2-TZVPD)
C 3.052 0.434 -0.778
N 1.735 -0.273 -0.972
O 1.020 -0.357 0.028
O 1.625 -0.820 -2.077
H 3.643 0.447 -1.693
H 3.552 -0.106 0.026
H 2.807 1.452 -0.475
C 10.076 -1.479 -4.157
N 8.912 -2.277 -4.661
O 8.788 -3.326 -4.105
O 8.112 -1.674 -5.388
H 10.543 -1.188 -5.098
H 10.797 -2.114 -3.643
H 9.744 -0.516 -3.768
Br 8.034 5.753 -3.013
C 9.065 7.382 -2.455
C 8.291 8.082 -1.302
Br 8.277 6.951 0.290
H 9.261 7.944 -3.369
H 10.030 6.970 -2.160
H 7.248 8.338 -1.488
H 8.824 9.023 -1.168
C 1.132 7.324 6.448
C 0.601 7.180 7.874
O 1.125 8.203 8.751
C 0.847 8.072 10.151
C -0.016 9.270 10.457
H 2.155 7.671 6.309
H 1.029 6.386 5.901
H 0.486 7.981 5.866
H -0.487 7.113 7.867
H 0.919 6.210 8.256
H 0.482 7.077 10.407
H 1.830 8.175 10.610
H -0.371 9.112 11.475
H -0.949 9.251 9.892
H 0.519 10.209 10.322
C -6.767 -10.334 -7.388
C -5.358 -9.719 -7.483
O -5.255 -8.698 -6.634
C -4.493 -7.552 -7.096
C -4.173 -6.592 -6.015
H -7.524 -9.557 -7.489
H -7.091 -11.136 -8.052
H -7.093 -10.793 -6.454
H -4.582 -10.462 -7.299
H -5.240 -9.301 -8.483
H -3.583 -7.931 -7.561
H -4.997 -6.965 -7.863
H -3.541 -5.750 -6.296
H -3.690 -7.011 -5.132
H -5.138 -6.121 -5.828
C -10.256 3.114 3.967
C -8.780 3.245 4.383
O -8.223 1.947 4.117
C -7.643 1.766 2.893
C -7.043 0.304 2.908
H -10.363 2.450 3.109
H -10.959 2.715 4.698
H -10.597 4.122 3.731
H -8.282 4.054 3.850
H -8.812 3.375 5.465
H -8.399 1.884 2.117
H -6.841 2.503 2.836
H -6.386 0.231 2.042
H -7.856 -0.418 2.996
H -6.415 0.038 3.758
C -5.936 2.138 -4.636
C -6.723 2.828 -3.518
O -8.116 2.352 -3.494
C -9.017 2.818 -4.477
C -9.926 3.886 -3.711
H -4.884 2.349 -4.443
H -5.977 1.048 -4.633
H -6.316 2.490 -5.595
H -6.115 2.554 -2.656
H -6.670 3.913 -3.598
H -8.729 3.086 -5.494
H -9.559 1.910 -4.740
H -10.087 3.542 -2.689
H -10.908 4.131 -4.117
H -9.445 4.864 -3.685
C 2.277 -9.328 -3.367
C 2.344 -9.731 -4.869
O 2.299 -11.135 -4.918
C 1.927 -11.577 -6.238
C 1.218 -12.907 -5.923
H 2.218 -8.257 -3.172
H 1.459 -9.803 -2.825
H 3.098 -9.766 -2.799
H 1.473 -9.258 -5.322
H 3.301 -9.435 -5.298
H 1.291 -10.843 -6.732
H 2.791 -11.802 -6.863
H 0.513 -13.264 -6.675
H 0.479 -12.778 -5.132
H 2.011 -13.626 -5.716
C 11.157 3.562 7.332
C 9.780 4.055 7.728
O 8.902 3.036 7.355
C 7.478 3.269 7.437
C 6.897 1.957 6.873
H 11.882 4.270 7.734
H 11.315 2.571 7.759
H 11.108 3.462 6.248
H 9.726 4.229 8.802
H 9.500 5.006 7.275
H 7.187 3.439 8.473
H 7.175 4.203 6.964
H 7.414 1.708 5.946
H 5.869 2.300 6.755
H 6.962 1.243 7.695
```

---

C31H29Co2N2O6 | ωB97M-V/def2-TZVPD

## Properties
DFT total energy (eV): -123132.458
Strongest force on any atom (Eh/bohr): 0.076
Total charge: -1

XYZ file:
```
70
C31H29Co2N2O6 (ωB97M-V/def2-TZVPD)
C 3.634 -4.740 -1.168
C 2.383 -4.068 -0.689
C 2.378 -2.706 -0.393
C 1.233 -2.106 0.142
C 1.208 -0.628 0.301
C 0.109 -2.877 0.428
N -1.102 -2.220 0.796
C -2.011 -1.793 -0.173
C -1.539 -1.333 -1.366
N -3.244 -1.694 0.490
C -4.474 -2.223 -0.030
C -5.013 -3.412 0.521
C -4.403 -4.150 1.663
C -6.165 -3.963 -0.044
C -6.780 -3.386 -1.153
C -8.012 -4.036 -1.712
C -6.241 -2.213 -1.691
C -5.126 -1.597 -1.108
C -4.696 -0.255 -1.595
C -2.955 -1.714 1.854
C -1.666 -2.072 2.034
C 0.076 -4.235 0.083
C -1.155 -5.049 0.304
C 1.205 -4.799 -0.509
H 3.450 -5.811 -1.284
H 3.970 -4.337 -2.130
H 4.451 -4.613 -0.446
H 3.264 -2.090 -0.576
H 0.388 -0.283 0.940
H 2.161 -0.289 0.731
H 1.098 -0.131 -0.674
H -2.251 -1.204 -2.172
H -0.473 -1.370 -1.545
H -4.933 -5.099 1.803
H -3.357 -4.425 1.489
H -4.462 -3.605 2.612
H -6.586 -4.887 0.368
H -8.312 -3.591 -2.665
H -7.834 -5.108 -1.869
H -8.857 -3.953 -1.012
H -6.705 -1.774 -2.581
H -5.212 -0.019 -2.536
H -4.938 0.530 -0.861
H -3.620 -0.216 -1.771
H -3.718 -1.516 2.584
H -1.112 -2.259 2.945
H -0.950 -6.101 0.071
H -1.474 -5.004 1.352
H -1.983 -4.733 -0.347
H 1.180 -5.844 -0.827
O 3.742 6.094 1.990
C 4.410 5.153 1.976
Co 5.463 3.758 1.969
C 6.469 4.435 0.689
O 7.183 4.900 -0.093
C 5.987 4.030 3.632
O 6.243 4.305 4.725
C 3.396 2.848 1.451
C 2.852 2.206 0.384
C 1.707 1.925 -0.292
Co 4.627 1.880 0.617
C 5.419 2.205 -0.938
O 6.004 2.212 -1.937
C 4.862 0.171 0.429
O 5.142 -0.950 0.271
C 6.279 2.038 1.701
O 7.276 1.466 1.940
H 2.825 3.166 2.333
H 1.728 2.072 -1.368
H 0.766 1.795 0.262
```

---

C4H9N2 | ωB97M-V/def2-TZVPD

## Properties
DFT total energy (eV): -7261.996
Strongest force on any atom (Eh/bohr): 0.089
Total charge: +1

XYZ file:
```
15
C4H9N2 (ωB97M-V/def2-TZVPD)
C -1.899 0.089 0.496
C 1.521 0.625 -0.045
C 0.714 1.899 0.325
C -0.113 -2.026 -0.613
N 0.326 0.491 0.645
N -0.701 -0.195 0.245
H -2.173 1.043 0.868
H -2.723 -0.671 0.343
H 1.547 0.184 -1.126
H 2.481 0.362 0.346
H 0.975 2.455 1.152
H 0.116 2.275 -0.395
H 0.297 -1.635 -1.622
H -1.025 -2.583 -0.690
H 0.658 -2.311 0.071
```